No. 1
A 2-piece molecular cluster, C16H34NO3S overall. Source: the OMol25 dataset; level of theory: ωB97M-V/def2-TZVPD.

Each line ends with the natural charge from an NBO analysis.
Positions of all 55 atoms, in Å:
C 0.7516 -1.1986 -2.6532  -0.616
C -0.3472 -0.6019 -1.7562  -0.410
C 0.0888 0.6129 -0.9083  -0.397
C -0.7939 1.8671 -1.0696  -0.398
C -0.0081 3.1725 -1.1978  -0.391
C 0.8604 3.4474 0.0331  -0.394
C 0.0773 3.9922 1.2473  -0.416
C 0.2146 3.1228 2.5096  -0.366
C -1.0190 2.2561 2.7628  -0.396
C -0.8070 1.1174 3.7760  -0.411
C -1.3239 -0.2487 3.2877  -0.421
C -0.2643 -1.2093 2.7583  -0.519
S 0.9877 -1.5837 4.0117  0.557
C 2.4721 -0.4598 3.6397  -0.283
N 2.6658 -0.0099 2.3333  -0.786
H 1.6282 -0.5484 -2.6979  0.202
H 1.0939 -2.1705 -2.2909  0.198
H 0.4000 -1.3324 -3.6761  0.225
H -1.2069 -0.3364 -2.3695  0.228
H -0.7090 -1.3857 -1.0869  0.195
H 1.1229 0.8765 -1.1517  0.197
H 0.0988 0.3196 0.1518  0.160
H -1.4426 1.7422 -1.9386  0.219
H -1.4691 1.9629 -0.2144  0.187
H -0.7142 3.9982 -1.3262  0.211
H 0.6082 3.1502 -2.1002  0.209
H 1.6728 4.1259 -0.2303  0.220
H 1.3451 2.5105 0.3308  0.172
H -0.9848 4.0452 0.9863  0.204
H 0.3829 5.0162 1.4605  0.223
H 1.0831 2.4639 2.3733  0.151
H 0.4291 3.7221 3.3981  0.214
H -1.3353 1.8230 1.8099  0.195
H -1.8359 2.9012 3.0936  0.224
H -1.2881 1.3458 4.7261  0.235
H 0.2671 1.0676 3.9999  0.169
H -2.0004 -0.0993 2.4426  0.244
H -1.9082 -0.7513 4.0599  0.229
H 0.2455 -0.8329 1.8689  0.243
H -0.6978 -2.1802 2.5167  0.264
H 1.5002 -2.6898 3.4488  0.161
H 2.3236 0.3704 4.3256  0.244
H 3.3002 -1.0664 4.0072  0.238
H 2.6984 -0.7087 1.6028  0.389
H 2.0890 0.7754 2.0589  0.394
C -0.3762 -4.0593 -5.5695  -0.100
C -1.0055 -5.2344 -4.8390  -0.101
O -1.5853 -4.5989 -3.6920  -0.492
C -1.7984 -3.2956 -3.9801  0.972
O -2.4225 -2.5423 -3.3044  -0.583
O -1.2022 -2.9674 -5.1484  -0.490
H -0.4115 -4.1365 -6.6518  0.212
H 0.6472 -3.8669 -5.2431  0.185
H -1.8025 -5.7043 -5.4159  0.193
H -0.2946 -5.9860 -4.5093  0.206

ΔE to the lowest compared entry with this formula, charge and spin = 0.000 eV
Kohn-Sham gap = 9.73 eV
Net charge = +1
Largest force on an atom = 0.7 eV/A

***

No. 2
The molecule C4H2ClF. Source: the OMol25 dataset; level of theory: ωB97M-V/def2-TZVPD.

Each line ends with the natural charge from an NBO analysis.
Positions of all 8 atoms, in Å:
C -0.7627 0.4416 -0.8868  0.432
C 0.5003 0.4109 -0.5291  -0.412
C 0.7198 -0.4544 0.5750  -0.052
C 0.7899 -1.0887 1.7022  -0.220
H 1.0881 1.3930 -0.8142  0.277
H 0.8585 -1.8254 2.5702  0.269
F -1.7334 -0.4434 -0.5833  -0.300
Cl -1.4605 1.5664 -2.0340  0.005

ΔE to the lowest compared entry with this formula, charge and spin = 0.877 eV
Kohn-Sham gap = 9.76 eV
Largest force on an atom = 8.1 eV/A

***

No. 3
The molecule C3H6N4. Source: the OMol25 dataset; level of theory: ωB97M-V/def2-TZVPD.

Each line ends with the natural charge from an NBO analysis.
Positions of all 13 atoms, in Å:
C 0.0264 0.2615 0.4047  -0.026
C 0.7927 -0.8383 0.9099  -0.044
C -0.1411 -0.1675 -0.8795  0.267
H -1.6691 1.1154 1.4864  0.390
H -0.0363 1.7770 1.8842  0.387
H 1.3213 -0.9422 1.8516  0.200
H 1.9294 -2.3630 -0.1640  0.425
H -0.7014 0.6841 -2.6481  0.372
H -1.4046 1.4092 -1.0353  0.393
N -0.6909 1.2806 1.1140  -0.880
N 1.2223 -1.5388 -0.1053  -0.330
N 0.5657 -1.1398 -1.1989  -0.331
N -1.2144 0.4618 -1.6200  -0.822

ΔE to the lowest compared entry with this formula, charge and spin = 2.571 eV
Kohn-Sham gap = 9.38 eV
Largest force on an atom = 6.3 eV/A

***

No. 4
C23H16AgCl3I2N3O6S as an isolated structure. Source: the OMol25 dataset; level of theory: ωB97M-V/def2-TZVPD.

Each line ends with the natural charge from an NBO analysis.
Positions of all 55 atoms, in Å:
Ag 0.0487 3.2461 -0.5490  0.964
O 6.4577 2.8262 -0.3891  -0.664
C 5.0987 2.8387 -0.4423  0.344
C 4.3515 1.6677 -0.3830  -0.328
C 2.9722 1.7596 -0.4316  0.146
N 2.3623 2.9304 -0.5794  -0.520
C 3.0706 4.0536 -0.6000  0.114
C 4.4494 4.0637 -0.5319  -0.294
C 2.2403 5.3327 -0.6097  0.743
O 2.8135 6.4119 -0.6722  -0.657
O 0.9703 5.1621 -0.5137  -0.798
C 2.0432 0.5583 -0.2204  0.738
O 2.4543 -0.5526 -0.5922  -0.732
O 0.9545 0.8592 0.3342  -0.810
H 6.7545 1.9137 -0.3216  0.477
H 4.8209 0.6952 -0.2873  0.228
H 4.9887 5.0001 -0.5383  0.249
I -2.1414 4.7243 -0.5119  -0.006
I -4.7244 6.1001 -0.5024  -0.296
Cl -0.6059 -3.8883 -4.9758  -0.001
C -1.1161 -3.4475 -3.3789  -0.025
C -0.2917 -2.6825 -2.5727  -0.238
C -0.7210 -2.3388 -1.3022  -0.104
C -1.9588 -2.7527 -0.8229  -0.104
C -2.4188 -2.3243 0.5499  0.091
C -3.3550 -1.0963 0.4495  -0.228
N -2.7791 -0.0313 -0.3391  -0.349
C -3.0300 0.2350 -1.6652  -0.103
C -2.2123 1.2703 -2.0003  -0.063
N -1.4754 1.6352 -0.9029  -0.529
C -1.8212 0.8234 0.0672  0.239
O -1.2827 -2.0166 1.3184  -0.529
C -1.4391 -2.1022 2.7184  -0.071
C -0.0808 -1.9467 3.3220  -0.124
C 0.5246 -2.8618 4.1271  -0.243
Cl -0.1138 -4.3647 4.6502  0.023
S 2.1023 -2.3698 4.6200  0.434
C 1.9619 -0.9191 3.7098  -0.400
C 0.7671 -0.8247 3.0815  -0.217
C -2.7610 -3.5221 -1.6578  -0.009
Cl -4.3334 -4.0560 -1.1250  -0.020
C -2.3552 -3.8772 -2.9328  -0.268
H 0.6836 -2.3434 -2.8953  0.249
H -0.0678 -1.7359 -0.6835  0.274
H -2.9951 -3.1336 1.0138  0.194
H -3.5520 -0.7180 1.4534  0.216
H -4.2977 -1.4050 0.0020  0.224
H -3.7549 -0.3199 -2.2354  0.223
H -2.1301 1.7922 -2.9380  0.222
H -1.3972 0.8202 1.0554  0.232
H -1.8801 -3.0618 3.0086  0.186
H -2.1014 -1.3028 3.0801  0.171
H 2.7889 -0.2279 3.6903  0.243
H 0.5060 -0.0147 2.4147  0.270
H -2.9923 -4.4816 -3.5628  0.236

ΔE to the lowest compared entry with this formula, charge and spin = 0.000 eV
Kohn-Sham gap = 6.35 eV
Net charge = -1
Largest force on an atom = 1.9 eV/A

***

No. 5
C5H5PS as an isolated structure. Source: the OMol25 dataset; level of theory: ωB97M-V/def2-TZVPD.

Each line ends with the natural charge from an NBO analysis.
Positions of all 12 atoms, in Å:
C -0.4143 1.5483 -0.7978  -0.372
C -1.6038 1.1433 -0.2133  -0.327
C -0.6030 -1.3706 0.7578  -0.870
C 0.7800 1.2037 -0.2822  -0.374
C 2.0244 -1.1164 0.0317  -0.757
P 0.7354 -0.2098 0.6920  1.053
S -2.0797 -0.3333 0.5100  0.513
H -0.5007 2.2603 -1.6894  0.210
H -2.4416 1.8231 -0.3749  0.236
H -0.9504 -2.1169 1.4646  0.248
H 2.1957 -2.1462 0.4461  0.208
H 2.8578 -0.6856 -0.5447  0.231

ΔE to the lowest compared entry with this formula, charge and spin = 5.318 eV
Kohn-Sham gap (spin up / spin down) = 6.38 / 6.49 eV
Largest force on an atom = 3.6 eV/A

***

No. 6
C2H3FNP as an isolated structure. Source: the OMol25 dataset; level of theory: ωB97M-V/def2-TZVPD.

Each line ends with the natural charge from an NBO analysis.
Positions of all 8 atoms, in Å:
C -0.5564 0.3301 -0.3282  0.369
C -0.0585 -0.9147 0.0801  -0.799
N -1.4016 1.1930 -0.2521  -0.612
F 2.1878 0.3112 0.7090  -0.604
P 1.6429 -0.2787 -0.7509  0.685
H 0.1030 -0.8530 1.1175  0.278
H -0.4383 -1.9642 -0.0654  0.271
H -1.4790 2.1763 -0.5100  0.412

ΔE to the lowest compared entry with this formula, charge and spin = 1.036 eV
Kohn-Sham gap = 8.12 eV
Largest force on an atom = 2.8 eV/A

***

- largest force on an atom of number 2 (C4H2ClF)?
  8.1 eV/A